The molecule C5H7NO2 in a non-equilibrium geometry. Source: the OMol25 dataset; level of theory: the ωB97M-V functional and the def2-TZVPD basis.

## Properties
Kohn-Sham gap = 8.7 eV
Energy above the lowest of the compared OMol25 structures with the same formula, charge and spin = 591.7 kJ/mol
LUMO energy = 0.071 eV

The geometry in ORCA input format:
```
! RIJCOSX wB97M-V def2-TZVPD def2/J DEFGRID3
* xyz 0 1
C -0.00879 0.19924 -0.12976
C 0.18867 1.52299 -0.63292
C -0.00525 1.88737 -1.96295
C 0.45626 -0.18343 1.17631
C -0.40447 -1.24723 1.83535
H 0.21988 -2.06298 -0.14043
H 0.27287 2.43484 0.04899
H -0.06593 1.04105 -2.66311
H 0.33630 2.78831 -2.57439
H 0.96582 0.48321 1.77698
H -1.27240 -1.63749 0.94448
H -0.71355 -1.08552 2.91543
N -0.41013 -0.59916 -1.08910
O -0.46970 -1.89478 -0.80110
O 0.91044 -1.64643 1.29623
*
```

For reference, the Mulliken charges in units of e are: 0.716 -0.374 -0.701 -0.285 -0.399 0.434 0.203 0.266 0.270 0.522 0.325 0.287 -0.326 -0.464 -0.474

---

The molecule C5H7NO2 in a non-equilibrium geometry. Source: the OMol25 dataset; level of theory: the ωB97M-V functional and the def2-TZVPD basis.

## Properties
Kohn-Sham gap = 9.5 eV
Energy above the lowest of the compared OMol25 structures with the same formula, charge and spin = 217.4 kJ/mol
LUMO energy = 0.598 eV

The geometry in ORCA input format:
```
! RIJCOSX wB97M-V def2-TZVPD def2/J DEFGRID3
* xyz 0 1
C -0.72337 -1.53804 0.76147
C 0.66225 -0.06556 -1.80072
N -0.87311 0.81385 1.48829
C 0.66214 1.78895 -0.04157
C -0.38237 -0.10258 0.58172
C 0.23628 0.50774 -0.48953
O 0.21946 1.72177 1.46253
O 1.34119 2.68601 -0.41959
H -1.03078 0.50540 2.44251
H -0.41562 -2.12765 -0.09706
H -1.79940 -1.65399 0.89498
H -0.22894 -1.92458 1.65361
H 0.06131 -0.92800 -2.08328
H 0.56036 0.68140 -2.58696
H 1.71058 -0.36472 -1.76641
*
```

For reference, the Mulliken charges in units of e are: -1.294 -1.365 -0.219 0.469 0.499 0.484 -0.332 -0.529 0.291 0.311 0.337 0.339 0.383 0.354 0.271

---

A cluster of 2 separate species, C5H7NO3 in total in a non-equilibrium geometry. Source: the OMol25 dataset; level of theory: the ωB97M-V functional and the def2-TZVPD basis.

## Properties
Kohn-Sham gap = 10.8 eV
Energy above the lowest of the compared OMol25 structures with the same formula, charge and spin = 310.5 kJ/mol
LUMO energy = 0.260 eV

The geometry in ORCA input format:
```
! RIJCOSX wB97M-V def2-TZVPD def2/J DEFGRID3
* xyz 0 1
O 1.15001 -0.16540 1.12487
C 1.77419 -1.19098 1.23128
C 2.19157 -1.76354 2.55444
C 2.06542 -0.86651 3.77019
C 2.93279 0.31727 3.71203
N 3.56913 1.28103 3.65794
C 2.07402 -3.22845 2.68890
O 3.32452 -2.60850 2.47730
H 2.05163 -1.81233 0.35200
H 1.02313 -0.52787 3.86117
H 2.31097 -1.43478 4.67687
H 1.90412 -3.64156 3.68661
H 1.69059 -3.81888 1.85120
O -1.92791 -4.35372 -0.87390
H -1.98928 -4.92358 -0.10121
H -1.33313 -4.80318 -1.49032
*
```

For reference, the Mulliken charges in units of e are: -0.463 -0.247 1.023 -0.501 0.161 -0.419 -0.671 -0.419 0.355 0.269 0.383 0.259 0.269 -0.639 0.317 0.322

---

A cluster of 2 separate species, C5H7NO3 in total in a non-equilibrium geometry. Source: the OMol25 dataset; level of theory: the ωB97M-V functional and the def2-TZVPD basis.

## Properties
Kohn-Sham gap = 9.6 eV
Energy above the lowest of the compared OMol25 structures with the same formula, charge and spin = 294.0 kJ/mol
LUMO energy = 0.424 eV

The geometry in ORCA input format:
```
! RIJCOSX wB97M-V def2-TZVPD def2/J DEFGRID3
* xyz 0 1
C 0.88460 -0.00538 -0.95099
C 0.52990 0.34991 1.77711
C -0.22797 0.64899 -1.38570
C 0.93152 -0.73158 2.90847
C -1.12772 0.16860 -2.27570
N 1.73800 -0.69558 -0.57142
O -0.95635 -0.90156 -3.02762
O -0.64116 0.49506 1.45286
O -2.25098 0.82876 -2.64998
H 1.28917 0.99723 1.27891
H 1.91510 -1.09621 2.87474
H 0.19814 -1.53410 2.69413
H 0.74367 -0.25634 3.85664
H -0.31248 -1.60510 -2.72641
H -0.60731 1.59738 -0.93837
H -2.10613 1.73991 -2.31668
*
```

For reference, the Mulliken charges in units of e are: 0.157 0.063 -0.226 -0.969 0.804 -0.493 -0.510 -0.497 -0.475 0.466 0.323 0.248 0.323 0.372 0.092 0.324

---

The molecule C5H7NO3 in a non-equilibrium geometry. Source: the OMol25 dataset; level of theory: the ωB97M-V functional and the def2-TZVPD basis.

## Properties
Kohn-Sham gap = 10.8 eV
Energy above the lowest of the compared OMol25 structures with the same formula, charge and spin = 213.8 kJ/mol
LUMO energy = 0.553 eV

The geometry in ORCA input format:
```
! RIJCOSX wB97M-V def2-TZVPD def2/J DEFGRID3
* xyz 0 1
C 0.09022 -2.09536 -1.04712
C 1.97258 -1.53579 0.23551
C -0.80762 -0.02510 -1.49792
C 0.18006 0.14965 -0.38702
C -0.39168 0.26488 1.01700
N 0.89342 -1.13577 -0.45699
O 2.71663 -0.68744 0.99595
O 0.24004 -3.30664 -0.95963
O -0.83077 -1.47078 -1.73144
H 2.35679 -2.53685 -0.14519
H -1.85240 0.05367 -1.02398
H -0.50180 0.44695 -2.42608
H 0.96835 0.91206 -0.57299
H -1.14554 -0.60729 1.00054
H -0.87615 1.35996 1.06625
H 0.23935 0.05018 1.79533
*
```

For reference, the Mulliken charges in units of e are: 0.623 0.111 -0.436 0.059 -1.262 0.058 -0.585 -0.591 -0.338 0.320 0.318 0.303 0.391 0.322 0.266 0.441

---

A structure of composition C5H7NO3 in a non-equilibrium geometry. Source: the OMol25 dataset; level of theory: the ωB97M-V functional and the def2-TZVPD basis.

## Properties
Kohn-Sham gap (spin up / spin down) = 7.8 / 7.8 eV
Energy above the lowest of the compared OMol25 structures with the same formula, charge and spin = 837.7 kJ/mol
LUMO energy (spin up / spin down) = 0.277 / 0.277 eV

The geometry in ORCA input format:
```
! RIJCOSX wB97M-V def2-TZVPD def2/J DEFGRID3
* xyz 0 1
C -0.81482 -1.00495 1.73116
C -0.94510 -0.79385 0.40809
C 0.30175 -1.13452 -0.15188
C 2.12051 1.41308 -0.57534
C -1.97078 -0.19401 -0.35592
N 0.57176 0.50736 -1.20133
O 1.14049 -1.97591 -0.21531
O 0.76403 1.47846 -0.23846
O 1.89833 0.46509 -1.52960
H -1.65765 -0.44027 2.32336
H -0.06802 -1.63579 2.09734
H 2.65074 2.28443 -0.84854
H 2.80304 1.13431 0.31354
H -1.50418 0.17377 -1.32033
H -2.45575 0.60721 0.06639
H -2.83434 -0.88440 -0.50318
*
```

For reference, the Mulliken charges in units of e are: -0.955 0.660 0.561 -0.054 -1.195 -0.114 -0.468 -0.250 -0.297 0.223 0.376 0.230 0.149 0.396 0.426 0.313

---

A cluster of 2 separate species, C5H7NO3S in total in a non-equilibrium geometry. Source: the OMol25 dataset; level of theory: the ωB97M-V functional and the def2-TZVPD basis.

## Properties
Kohn-Sham gap = 8.9 eV
Energy above the lowest of the compared OMol25 structures with the same formula, charge and spin = 317.5 kJ/mol
LUMO energy = 0.277 eV

The geometry in ORCA input format:
```
! RIJCOSX wB97M-V def2-TZVPD def2/J DEFGRID3
* xyz 0 1
C 0.03928 0.65197 -1.79167
C -1.22036 0.20927 -1.29825
C 0.51253 1.55699 -0.88900
C -1.35853 0.92447 -0.13499
C 0.21502 -0.77702 1.73590
N -0.79131 -1.43607 1.34036
O 1.54226 -1.69206 -0.44199
O 2.71116 0.01346 1.06283
O -0.33166 1.68415 0.07972
S 2.04492 -1.27508 1.10921
H 0.53068 0.41331 -2.65005
H -2.19921 -0.15760 -1.77646
H 1.30852 2.31677 -0.90376
H 0.30292 0.10194 2.54265
H 0.64208 -1.95994 -0.25517
H -1.83244 -1.42122 1.69356
H -2.11586 0.84665 0.57712
*
```

For reference, the Mulliken charges in units of e are: -0.513 -0.375 -0.276 -0.365 0.031 -0.593 -0.440 -0.489 -0.263 0.522 0.550 0.290 0.378 0.307 0.342 0.280 0.615

---

The molecule C5H7NO4 in a non-equilibrium geometry. Source: the OMol25 dataset; level of theory: the ωB97M-V functional and the def2-TZVPD basis.

## Properties
Kohn-Sham gap = 9.5 eV
Energy above the lowest of the compared OMol25 structures with the same formula, charge and spin = 466.5 kJ/mol
LUMO energy = -0.509 eV

The geometry in ORCA input format:
```
! RIJCOSX wB97M-V def2-TZVPD def2/J DEFGRID3
* xyz 0 1
C -0.90234 1.52781 1.20361
C 0.26215 0.59264 1.22461
C 1.34490 0.73999 0.12202
C 0.79557 -0.80770 -0.26027
C 0.73769 -1.40662 -1.69332
H -2.19649 -0.46742 1.43350
H 0.85046 0.37938 2.25168
H 0.93396 1.62127 -0.61445
H 2.50147 0.99990 0.36246
H 1.54048 -1.64844 0.08660
H 0.12653 -1.54913 1.35545
H -0.99262 -1.54641 -1.02597
N -0.19405 -0.71535 0.67487
O -2.19014 0.57373 1.45717
O -0.70238 2.74825 1.39092
O -0.62966 -1.36996 -1.92702
O 1.66803 -1.53432 -2.44021
*
```

For reference, the Mulliken charges in units of e are: 0.327 0.406 -0.652 0.115 0.242 0.388 0.354 0.252 0.279 0.161 0.265 0.376 -0.474 -0.582 -0.468 -0.482 -0.507

---

Which value of energy above the lowest of the compared OMol25 structures with the same formula, charge and spin does entry 4 give?
294.0 kJ/mol

---

Number 6 is which compound?
C5H7NO3

---

Which formula does entry 7 have?
C5H7NO3S